1.
Computed, not measured: a gas-phase ion, C6H13N2 (charge +1), with ωB97M-V with the def2-TZVPD basis set.

The SMILES is CC[C@@H]1NC=[NH+][C@H]1C. As for the net charge: +1. As for the multiplicity: 1. The HOMO energy comes out at -14.393 eV. For the orbital gap, the calculation gives 0.4146 Eh.

Last column: Mulliken charge in e.
Cartesian coordinates (Å):
C -1.061 -1.847 -0.054  -0.23
C 0.203 -0.058 0.329  -0.29
C -1.299 0.408 -0.374  -0.10
C -2.227 1.096 0.575  -1.34
C 2.626 -0.030 -0.005  -1.48
C 1.316 0.324 -0.623  -0.25
N 0.025 -1.433 0.469  -0.07
N -1.699 -0.966 -0.690  -0.10
H -1.503 -2.879 0.031  0.40
H 0.202 0.556 1.142  0.57
H -1.100 0.994 -1.191  0.51
H -2.583 0.368 1.267  0.38
H -3.029 1.567 -0.066  0.38
H -1.749 1.894 1.051  0.38
H 2.880 -1.068 0.044  0.37
H 2.686 0.225 1.043  0.41
H 3.500 0.539 -0.395  0.35
H 1.022 -0.296 -1.531  0.27
H 1.398 1.424 -0.705  0.28
H 0.488 -2.154 1.112  0.31
H -2.497 -1.195 -1.296  0.24

=====

2.
Computed, not measured: 4 unconnected molecules or ions with the total composition C3H12O4, with ωB97M-V with the def2-TZVPD basis set.

The SMILES is C/C=C/O.O.O.O. As for the multiplicity: 1. The HOMO energy comes out at -8.720 eV. For the orbital gap, the calculation gives 0.3403 Eh.

Last column: Mulliken charge in e.
Cartesian coordinates (Å):
C 2.207 -3.099 -0.280  -1.06
C 1.727 -1.693 -0.104  -0.05
C 1.781 -0.976 1.010  -0.16
O 2.014 0.373 1.178  -0.49
H 3.288 -3.120 -0.324  0.26
H 1.899 -3.798 0.508  0.33
H 1.819 -3.532 -1.189  0.30
H 1.692 -1.080 -1.008  0.24
H 1.843 -1.465 1.983  0.31
H 1.308 0.910 0.788  0.31
H -2.661 -0.183 -0.114  0.31
H -3.924 -0.028 0.608  0.29
O -3.258 0.522 0.175  -0.60
H -2.974 4.425 0.412  0.30
H -2.979 2.936 -0.015  0.31
O -2.443 3.742 -0.004  -0.67
H -1.136 2.291 -0.920  0.34
H 0.239 2.130 -1.588  0.30
O -0.443 1.646 -1.117  -0.58

=====

3.
Computed, not measured: a molecular structure, Cl2HNS, with ωB97M-V with the def2-TZVPD basis set.

As for the multiplicity: 1. The HOMO energy (alpha / beta) comes out at -9.695 / -10.058 eV. For the orbital gap (alpha / beta), the calculation gives 0.2724 / 0.3112 Eh.

Last column: Mulliken charge in e.
Cartesian coordinates (Å):
N -1.219 -0.509 -1.389  -0.08
S 1.360 1.632 0.953  -0.20
Cl -0.768 -2.118 -1.396  0.02
Cl -0.820 0.319 -0.040  0.09
H 1.447 0.676 1.872  0.17

=====

4.
Computed, not measured: a gas-phase ion, C9H9N2O (charge -1), with ωB97M-V with the def2-TZVPD basis set.

As for the net charge: -1. As for the multiplicity: 1. The HOMO energy (alpha / beta) comes out at -2.469 / -2.470 eV. For the orbital gap (alpha / beta), the calculation gives 0.2391 / 0.2392 Eh.

Last column: Mulliken charge in e.
Cartesian coordinates (Å):
C 2.285 0.340 -0.007  0.01
C 1.445 0.234 1.154  -0.71
C 2.365 -0.973 -0.727  -0.77
C 0.275 -0.371 0.967  0.24
C 1.229 -1.645 -0.868  -0.27
C -0.052 -1.140 -0.296  0.55
C -1.922 0.987 -0.354  -0.24
C -0.751 1.591 -0.621  -0.13
C -2.243 -0.484 -0.496  -0.82
N -1.201 -1.488 -0.687  -0.90
N 0.302 0.886 -1.162  -0.58
O 1.634 1.309 -0.875  -0.30
H 3.330 0.697 0.178  0.43
H 1.712 0.770 1.993  0.44
H 3.314 -1.217 -1.078  0.46
H -0.629 -0.242 1.723  0.10
H 1.053 -2.512 -1.563  0.28
H -2.787 1.751 0.000  0.10
H -0.751 2.636 -0.372  0.34
H -2.805 -0.958 0.399  0.26
H -2.849 -0.633 -1.281  0.51

=====

5.
Computed, not measured: 2 unconnected molecules or ions with the total composition C2H2Cl2O3, with ωB97M-V with the def2-TZVPD basis set.

As for the multiplicity: 1. The HOMO energy (alpha / beta) comes out at -8.586 / -8.589 eV. For the orbital gap (alpha / beta), the calculation gives 0.2964 / 0.2967 Eh.

Last column: Mulliken charge in e.
Cartesian coordinates (Å):
C -1.424 -0.394 -0.019  0.24
C 0.785 0.458 -0.155  0.55
O -1.635 -1.367 0.615  -0.36
O 0.803 1.242 0.962  -0.42
O 1.520 -0.820 -0.123  -0.49
Cl -2.725 0.412 -0.958  -0.19
Cl 0.787 1.260 -1.592  -0.07
H 1.001 0.737 1.746  0.33
H 0.887 -1.527 -0.476  0.40

=====

6.
Computed, not measured: a molecular structure, C24H43FeN2OP3, with ωB97M-V with the def2-TZVPD basis set.

As for the net charge: +3. As for the multiplicity: 6. The HOMO energy (alpha / beta) comes out at -16.529 / -16.786 eV. For the orbital gap (alpha / beta), the calculation gives 0.2832 / 0.1857 Eh.

Last column: Mulliken spin population.
Cartesian coordinates (Å):
Fe -0.708 -0.944 0.113  3.73
P 2.024 -1.636 -0.986  0.06
P -0.098 1.652 0.709  0.03
P -1.237 1.218 -2.206  0.12
H -2.428 -3.848 2.070  0.00
C -2.524 -4.490 1.207  0.01
C -1.482 -5.197 0.759  -0.01
H -0.511 -5.248 1.225  0.00
C 3.038 -2.828 -0.111  0.00
C 2.568 0.040 -0.766  -0.01
C 2.063 -1.971 -2.743  0.01
C -1.585 2.217 1.652  0.00
C 1.186 1.899 2.016  0.00
C 0.255 3.173 -0.299  0.01
C -1.373 -0.056 -3.524  -0.05
C -0.741 2.606 -3.349  0.02
C -3.031 1.665 -1.961  0.01
H -3.550 -4.623 0.850  0.00
H -1.606 -5.922 -0.058  0.00
H 2.431 -3.745 -0.086  0.00
H 3.233 -2.475 0.911  0.00
H 3.969 -2.983 -0.680  0.00
H 2.444 0.322 0.281  0.01
H 1.958 0.716 -1.383  0.01
H 3.621 0.152 -1.063  0.00
H 1.625 -2.961 -2.924  -0.01
H 3.107 -1.953 -3.097  0.00
H 1.495 -1.204 -3.287  0.01
H -1.427 3.253 1.983  0.00
H -1.737 1.577 2.530  0.00
H -2.481 2.169 1.018  0.00
H 1.406 2.974 2.055  0.00
H 2.118 1.365 1.802  0.00
H 0.798 1.584 2.994  0.00
H -0.669 3.731 -0.495  0.00
H 0.756 2.956 -1.253  0.00
H 0.928 3.802 0.298  0.00
H -1.214 0.418 -4.502  0.00
H -2.348 -0.552 -3.490  0.01
H -0.563 -0.791 -3.363  0.04
H -1.289 2.434 -4.284  0.00
H 0.336 2.622 -3.577  0.00
H -1.060 3.558 -2.901  0.00
H -3.593 1.413 -2.869  0.00
H -3.158 2.740 -1.755  0.00
H -3.431 1.075 -1.124  0.00
C -0.509 -3.538 -1.731  0.01
C -1.241 -2.677 -0.792  0.13
C -2.596 -2.366 -1.092  -0.07
C -3.120 -2.697 -2.331  0.26
C -2.281 -3.215 -3.343  -0.03
C -0.976 -3.571 -3.073  0.15
O 0.450 -4.234 -1.305  0.31
H 0.804 -2.001 -0.277  -0.08
H -1.001 -2.926 0.239  0.19
H -3.232 -2.022 -0.273  0.00
H -4.197 -2.547 -2.545  0.00
H -2.606 -3.265 -4.391  0.01
H -0.266 -3.928 -3.830  -0.01
N 0.584 -1.660 3.872  0.02
C 0.816 -1.509 2.553  0.04
N -0.356 -1.401 1.892  0.02
C -1.388 -1.485 2.858  -0.01
C -2.762 -1.323 2.671  0.02
C -3.567 -1.435 3.817  0.01
C -2.971 -1.638 5.081  0.00
C -1.577 -1.744 5.260  0.00
C -0.803 -1.666 4.104  -0.01
H 1.318 -1.793 4.561  0.00
H 1.823 -1.444 2.130  0.00
H -3.139 -1.128 1.662  0.02
H -4.653 -1.356 3.700  0.00
H -3.647 -1.702 5.942  0.00
H -1.095 -1.893 6.226  0.00

=====

- Number 5 is which compound?
  C2H2Cl2O3

=====

- Look up the multiplicity of the fifth one.
  1

=====

- Among the records above, which one has the highest multiplicity?
  C24H43FeN2OP3